This record from the Open Molecules 2025 dataset describes one molecule with the formula C4H8N2S2. The level of theory is the ωB97M-V functional and the def2-TZVPD basis.

The geometry in ORCA input format:
```
! RIJCOSX wB97M-V def2-TZVPD def2/J DEFGRID3
* xyz 0 1
H -1.62 0.23 1.96
N -1.03 0.47 1.22
C -0.85 -0.26 0.22
C -1.34 -1.66 0.08
N 0.02 0.16 -0.81
S -0.42 -0.27 -2.56
C 1.18 0.83 -0.52
C 1.42 1.02 0.95
S 2.02 1.58 -1.77
H -0.32 -2.48 0.36
H -1.82 -2.10 -1.00
H -2.19 -1.73 0.89
H 0.67 0.66 -2.99
H 2.32 1.64 1.18
H 0.73 1.77 1.28
H 1.24 0.12 1.52
*
```

* HOMO-LUMO gap: 0.3173 Eh
* SMILES string: [H]/N=C(\C)N(S)C(C)=S
* max |F|: 0.082 hartree/bohr
* energy above the lowest of the compared OMol25 structures with the same formula, charge and spin: 68.6 kcal per mole
* E_LUMO: 0.1 eV